(1)
This record from OMol25 describes a molecular structure, C6H10LaO5. The level of theory is ωB97M-V with the def2-TZVPD basis set.

Results
HOMO (alpha / beta)	-13.745 / -17.190	eV
F_max	0.0479	Eh/bohr
total charge	+2
spin multiplicity	2
orbital gap (alpha / beta)	0.1568 / 0.2834	Ha
M	301.0	g mol⁻¹
ΔE to the lowest compared entry with this formula, charge and spin	0.0	kJ/mol
total energy	-641.7348	a.u.

Each line ends with the Löwdin spin population.
Geometry (Å):
La: 2.852 1.134 0.076  0.00
O: -3.259 2.289 -0.125  0.31
O: 1.599 -0.996 -0.027  0.00
O: -1.156 -0.556 -0.149  0.01
O: 1.545 2.619 -1.328  0.01
O: 1.352 2.878 0.822  0.00
C: 1.671 -1.740 -1.253  0.00
C: -2.423 0.015 -0.111  0.15
C: -0.549 -0.727 1.110  0.00
C: 0.712 -1.543 0.964  0.00
C: -2.469 1.492 -0.497  0.48
C: 0.923 3.107 -0.345  0.01
H: 2.358 -1.213 -1.923  0.00
H: 0.676 -1.793 -1.709  0.00
H: -1.223 -1.264 1.801  0.00
H: 2.063 -2.743 -1.043  0.00
H: 0.483 -2.578 0.684  0.00
H: -0.142 3.501 -0.483  0.01
H: 1.251 -1.549 1.919  0.00
H: -2.888 -0.068 0.889  0.01
H: -3.058 -0.518 -0.835  0.00
H: -0.319 0.254 1.563  0.00

Cartesian forces, eV/Å:
La -1.928 1.097 -0.497
O 0.754 -0.886 -0.571
O 0.974 1.427 0.175
O 1.093 -0.400 -0.060
O 1.143 -0.674 -0.215
O 1.058 -0.673 0.720
C -0.233 -0.588 -0.550
C -1.427 -0.109 0.176
C -0.298 0.305 0.064
C -0.613 -0.621 0.666
C -0.274 0.953 0.660
C -2.371 -0.614 -0.239
H -0.028 -0.049 -0.070
H 0.262 0.068 0.076
H 0.267 0.165 -0.055
H -0.055 0.262 -0.109
H 0.117 0.226 0.004
H 1.528 0.132 0.077
H -0.115 -0.130 -0.127
H 0.129 -0.056 -0.311
H 0.079 0.205 0.163
H -0.058 -0.040 0.025

***

(2)
This record from OMol25 describes a gas-phase ion, C6H10N (charge +1). The level of theory is ωB97M-V with the def2-TZVPD basis set.

Results
HOMO	-14.183	eV
F_max	0.0829	Eh/bohr
total charge	+1
spin multiplicity	1
orbital gap	0.3411	Ha
M	96.2	g mol⁻¹
ΔE to the lowest compared entry with this formula, charge and spin	149.4	kJ/mol
SMILES string	CC=[N+]=C/C=C/C
total energy	-289.0261	a.u.

Each line ends with the Mulliken charge.
Geometry (Å):
N: -0.964 1.297 -0.280  -0.03
C: 0.594 -2.586 -0.231  -1.24
C: -1.365 -0.961 0.093  -0.20
C: 0.194 1.734 -0.551  -0.07
C: -1.876 0.452 0.008  -0.11
C: -0.081 -1.251 -0.286  0.31
C: 1.091 2.233 0.585  -0.93
H: 0.670 -0.385 -0.413  0.18
H: -2.147 -1.861 0.168  0.24
H: -2.840 0.760 0.281  0.45
H: 2.250 2.201 0.495  0.34
H: -0.151 -3.423 -0.103  0.33
H: 0.901 3.237 0.531  0.36
H: 1.271 -2.487 0.652  0.29
H: 0.428 2.010 -1.560  0.40
H: 0.800 1.822 1.599  0.30
H: 1.226 -2.793 -0.990  0.40

Cartesian forces, eV/Å:
N -0.467 0.323 -0.334
C -2.754 0.239 3.243
C -1.093 -1.821 -1.558
C -0.355 0.456 2.009
C 3.835 -1.380 0.027
C 0.215 1.108 0.976
C 1.507 -2.866 0.596
H -1.297 -1.523 -0.083
H 1.781 2.360 0.128
H -1.287 0.415 0.157
H -2.095 -0.520 -0.438
H 0.954 0.862 0.034
H -0.570 2.929 0.335
H -0.537 -0.435 -0.263
H 0.136 -0.201 -0.663
H 0.185 0.489 -1.330
H 1.843 -0.436 -2.838

***

(3)
This record from OMol25 describes 2 unconnected molecules or ions with the total composition C6H10N. The level of theory is ωB97M-V with the def2-TZVPD basis set.

Results
HOMO	-13.986	eV
F_max	0.0765	Eh/bohr
total charge	+1
spin multiplicity	1
orbital gap	0.3914	Ha
M	96.2	g mol⁻¹
ΔE to the lowest compared entry with this formula, charge and spin	416.0	kJ/mol
total energy	-288.9245	a.u.

Each line ends with the Mulliken charge.
Geometry (Å):
N: -1.362 -0.368 0.927  -0.21
C: -1.048 -0.279 -0.516  0.71
C: -0.852 -1.144 -1.659  -0.45
C: 2.838 1.433 1.888  -0.42
C: 3.412 0.589 1.276  -0.27
C: -0.475 0.834 0.324  -0.22
C: -2.145 -0.454 -1.424  -0.87
H: 2.318 2.366 1.957  0.36
H: 3.822 -0.304 0.722  0.36
H: -0.123 -0.805 -2.407  0.25
H: 0.558 0.931 0.681  0.09
H: -3.017 -1.000 -1.086  0.29
H: -2.472 0.256 -2.237  0.23
H: -1.113 1.735 0.373  0.30
H: -2.318 -0.127 1.116  0.32
H: -0.454 -2.087 -1.401  0.26
H: -0.839 -0.956 1.507  0.26

Cartesian forces, eV/Å:
N 1.544 1.537 -1.841
C 0.959 3.321 1.880
C 2.392 -0.661 -0.094
C -0.769 1.465 -0.536
C 1.005 -3.040 -1.461
C -2.580 -0.559 -0.424
C -2.089 0.553 -3.007
H 0.152 -0.079 0.816
H -0.447 1.680 1.174
H -0.731 0.659 0.189
H -0.402 -0.578 -0.180
H 0.177 -0.267 0.265
H 0.757 -0.438 1.209
H 0.726 -0.409 -0.041
H -0.215 -0.173 0.639
H -0.975 -1.764 0.103
H 0.497 -1.247 1.308

***

(4)
This record from OMol25 describes a gas-phase ion, C6H10N (charge +1). The level of theory is ωB97M-V with the def2-TZVPD basis set.

Results
HOMO (alpha / beta)	-14.282 / -14.282	eV
F_max	0.0622	Eh/bohr
total charge	+1
spin multiplicity	1
orbital gap (alpha / beta)	0.2920 / 0.2920	Ha
M	96.2	g mol⁻¹
ΔE to the lowest compared entry with this formula, charge and spin	482.0	kJ/mol
total energy	-288.8994	a.u.

Each line ends with the Mulliken charge.
Geometry (Å):
N: -1.304 0.295 0.631  -0.45
C: -0.568 -0.735 2.659  -1.14
C: 0.526 0.176 -2.579  -0.91
C: 1.047 -0.214 0.795  -0.50
C: -1.066 1.053 -0.537  -0.43
C: 0.125 0.594 -1.189  0.30
C: -0.350 -0.084 1.317  0.73
H: -1.037 -1.680 2.455  0.33
H: -1.294 -0.030 3.128  0.34
H: -0.272 -0.442 -3.130  0.34
H: 0.793 1.002 -3.288  0.35
H: 1.487 -0.374 -2.297  0.31
H: -1.949 0.989 -1.177  0.38
H: 1.269 -1.306 0.666  0.33
H: 1.879 0.460 1.169  0.32
H: -0.857 2.239 -0.212  0.32
H: 0.324 -0.894 3.167  0.40

Cartesian forces, eV/Å:
N -2.007 1.001 0.611
C -2.167 1.582 -1.253
C 0.974 -0.398 1.342
C -0.785 1.360 -1.881
C 0.433 2.475 -0.839
C 1.456 -1.572 1.150
C 2.502 -1.745 0.955
H -0.391 -0.506 0.164
H 0.650 -0.936 0.335
H 0.971 0.732 1.071
H -0.312 -0.276 0.772
H -1.315 0.286 -1.446
H -0.039 0.489 -0.139
H 0.183 1.169 -0.301
H -1.055 -0.922 -0.680
H -0.531 -2.679 -1.072
H 1.435 -0.062 1.211

***

(5)
This record from OMol25 describes a gas-phase ion, C6H10N (charge +1). The level of theory is ωB97M-V with the def2-TZVPD basis set.

Results
HOMO	-13.850	eV
F_max	0.1022	Eh/bohr
total charge	+1
spin multiplicity	1
orbital gap	0.3397	Ha
M	96.2	g mol⁻¹
ΔE to the lowest compared entry with this formula, charge and spin	507.0	kJ/mol
total energy	-288.8899	a.u.

Each line ends with the Mulliken charge.
Geometry (Å):
N: 0.524 -0.403 -0.185  0.32
C: 1.921 1.298 0.287  -0.43
C: 0.015 0.065 -1.465  -0.45
C: 0.005 -1.761 0.299  -0.92
C: 1.922 0.009 0.159  -0.05
C: -1.329 1.462 0.440  -0.95
C: -0.203 0.927 -0.261  0.25
H: -1.747 2.286 -0.253  0.30
H: -1.105 -1.851 0.132  0.36
H: -0.709 -0.741 -1.766  0.33
H: 0.450 -2.504 -0.232  0.42
H: 2.398 2.194 0.755  0.35
H: -2.104 0.575 0.566  0.25
H: 0.134 -1.804 1.463  0.33
H: -1.145 1.753 1.463  0.33
H: 2.804 -0.761 0.295  0.32
H: 0.778 0.351 -2.365  0.25

Cartesian forces, eV/Å:
N 1.593 -2.045 1.358
C -3.415 1.698 0.074
C 1.001 0.490 -2.671
C -2.320 3.095 3.558
C 0.974 -2.446 0.239
C -3.048 -1.010 -0.544
C 4.770 -0.325 -0.607
H 0.340 -1.222 1.511
H 1.112 0.464 0.007
H 0.115 1.555 0.022
H 1.669 -2.097 -1.271
H -0.239 -1.111 -1.008
H 1.005 1.794 -0.560
H 0.128 -0.097 -2.365
H 0.301 0.541 0.025
H -2.122 1.397 -0.321
H -1.864 -0.681 2.555

***

(6)
This record from OMol25 describes a molecular structure, C6H10N. The level of theory is ωB97M-V with the def2-TZVPD basis set.

Results
HOMO (alpha / beta)	-14.305 / -14.304	eV
F_max	0.1001	Eh/bohr
total charge	+1
spin multiplicity	1
orbital gap (alpha / beta)	0.3443 / 0.3442	Ha
M	96.2	g mol⁻¹
ΔE to the lowest compared entry with this formula, charge and spin	536.4	kJ/mol
total energy	-288.8786	a.u.

Each line ends with the Mulliken charge.
Geometry (Å):
N: -0.857 -0.174 0.001  0.16
C: -1.425 -1.383 0.121  -0.27
C: -2.034 0.337 0.082  -0.22
C: 1.016 1.669 -0.968  -0.98
C: 1.739 -0.469 0.076  -1.48
C: 0.862 0.681 0.054  0.67
C: -2.632 -0.903 0.888  -0.39
H: 0.919 1.116 0.992  0.30
H: -3.537 -1.306 0.727  0.36
H: -1.223 -2.068 -0.562  0.41
H: -2.274 -0.808 1.956  0.26
H: 1.349 -1.136 0.881  0.42
H: 2.658 -0.020 0.335  0.48
H: 1.033 2.730 -0.576  0.30
H: 2.121 1.409 -1.283  0.30
H: 1.867 -1.000 -0.938  0.32
H: 0.417 1.326 -1.788  0.37

Cartesian forces, eV/Å:
N 4.004 2.130 0.783
C -1.825 3.142 3.306
C -1.892 0.290 0.228
C 2.758 0.683 -1.032
C -1.063 -2.701 -1.308
C -1.080 -1.506 -0.158
C 5.049 0.278 0.963
H -1.196 0.560 2.269
H -3.263 -1.196 -0.464
H 0.347 -3.429 -3.046
H -0.910 0.295 -1.253
H 0.935 0.057 -0.644
H 1.429 0.015 0.569
H -0.734 -1.233 -0.998
H -1.897 0.961 0.097
H -0.280 0.717 1.589
H -0.379 0.938 -0.901

***

(7)
This record from OMol25 describes a gas-phase ion, C6H10N (charge +1). The level of theory is ωB97M-V with the def2-TZVPD basis set.

Results
HOMO (alpha / beta)	-11.390 / -15.810	eV
F_max	0.0886	Eh/bohr
total charge	+1
spin multiplicity	3
orbital gap (alpha / beta)	0.2451 / 0.4022	Ha
M	96.2	g mol⁻¹
ΔE to the lowest compared entry with this formula, charge and spin	312.3	kJ/mol
total energy	-288.8899	a.u.

Each line ends with the Löwdin spin population.
Geometry (Å):
N: 1.979 -0.302 -0.039  0.01
C: -2.818 -0.472 -0.084  0.24
C: -1.687 0.349 0.026  1.34
C: 0.925 0.289 0.155  0.01
C: 3.024 -0.841 -0.388  0.00
C: -0.408 -0.511 0.225  0.18
C: 0.660 1.754 0.274  0.04
H: -3.832 -0.167 0.339  0.02
H: 3.530 -1.503 0.284  0.00
H: -2.677 -1.576 -0.039  0.03
H: -0.220 2.084 -0.337  0.02
H: 1.513 2.400 0.181  0.00
H: 3.388 -0.816 -1.498  0.00
H: -0.344 -0.981 1.185  0.02
H: -0.428 -1.327 -0.405  0.02
H: 0.274 1.940 1.296  0.00
H: -2.878 -0.323 -1.176  0.05

Cartesian forces, eV/Å:
N 0.891 0.301 -0.104
C -3.694 -0.182 -1.797
C 3.590 -1.726 2.206
C -4.318 1.005 -0.515
C 1.451 -1.176 -2.784
C 0.715 3.714 0.538
C -0.192 0.586 1.251
H 1.471 -0.343 -0.304
H 0.670 0.124 0.585
H 0.171 0.725 0.646
H 1.013 -0.632 0.048
H 0.426 0.111 -0.396
H -0.863 0.042 2.030
H -0.342 -0.074 1.212
H 0.166 -1.698 -1.953
H 0.151 -0.259 -0.230
H -1.307 -0.518 -0.432

***

(8)
This record from OMol25 describes a gas-phase ion, C6H10N (charge +1). The level of theory is ωB97M-V with the def2-TZVPD basis set.

Results
HOMO (alpha / beta)	-10.214 / -15.297	eV
F_max	0.2477	Eh/bohr
total charge	+1
spin multiplicity	3
orbital gap (alpha / beta)	0.2316 / 0.2819	Ha
M	96.2	g mol⁻¹
ΔE to the lowest compared entry with this formula, charge and spin	521.3	kJ/mol
total energy	-288.8103	a.u.

Each line ends with the Löwdin spin population.
Geometry (Å):
N: -1.337 -0.671 -0.125  0.07
C: 0.259 -0.060 -0.609  0.65
C: -1.353 -1.190 1.195  0.00
C: 1.990 1.427 0.612  0.07
C: 1.635 0.230 -0.220  0.15
C: 0.894 0.425 -1.610  0.69
C: -2.279 -0.549 -0.944  0.26
H: 2.286 1.123 1.612  0.00
H: -3.281 -0.875 -0.685  0.01
H: 2.836 1.943 0.159  0.00
H: 2.342 -0.592 -0.152  0.05
H: -0.639 -2.013 1.268  0.00
H: -1.030 -0.417 1.895  0.00
H: -2.113 -0.121 -1.922  0.02
H: 0.979 0.752 -2.617  0.04
H: -2.349 -1.538 1.468  0.00
H: 1.160 2.128 0.677  0.00

Cartesian forces, eV/Å:
N 7.233 1.611 -1.185
C -8.268 -3.865 8.887
C 0.249 -0.487 1.352
C 0.203 0.835 0.290
C -2.067 -0.588 -1.686
C 4.785 2.422 -5.298
C -2.152 0.227 -1.720
H -0.092 -0.107 0.058
H 0.068 0.086 0.165
H 0.008 -0.069 -0.020
H 0.108 -0.260 -0.324
H -0.212 0.012 -0.019
H -0.160 -0.031 -0.041
H 0.114 -0.063 -0.039
H 0.166 0.223 -0.334
H 0.024 0.068 -0.111
H -0.007 -0.014 0.026

***

Q: The lowest ΔE to the lowest compared entry with this formula, charge and spin belongs to which entry?
A: C6H10LaO5

***

Q: M of number 1 (C6H10LaO5)?
A: 301.0 g mol⁻¹

***

Q: Look up the ΔE to the lowest compared entry with this formula, charge and spin of the third one.
A: 416.0 kJ/mol